Computed, not measured: C18H25N3O3 in the gas phase, with ωB97M-V/def2-TZVPD.

Values from the calculation:
- E: -1090.93964 a.u.
- Gap between HOMO and LUMO: 9.7 eV
- HOMO energy: -9.068 eV
- SMILES: C[C@@H](NC(=O)[C@@H]1Cc2ccccc2CN1)C(=O)NC[C@@H]1CCCO1

```
! RIJCOSX wB97M-V def2-TZVPD def2/J DEFGRID3
* xyz 0 1
C -1.41 -3.49 -1.03
C -1.48 -2.61 0.22
N -0.27 -1.82 0.39
C 0.28 -0.98 -0.49
O -0.18 -0.69 -1.58
C 1.58 -0.35 0.02
C 2.53 -0.03 -1.13
C 3.87 0.43 -0.61
C 4.76 1.07 -1.46
C 6.00 1.48 -1.01
C 6.36 1.27 0.30
C 5.49 0.63 1.16
C 4.24 0.20 0.72
C 3.30 -0.48 1.68
N 2.20 -1.19 1.03
C -2.75 -1.73 0.21
O -3.59 -1.84 1.09
N -2.83 -0.90 -0.83
C -3.87 0.10 -0.94
C -3.34 1.51 -0.65
C -2.94 1.69 0.82
C -4.28 2.05 1.47
C -5.06 2.70 0.31
O -4.33 2.49 -0.88
H -0.58 -4.19 -0.95
H -1.25 -2.88 -1.92
H -2.33 -4.05 -1.14
H -1.57 -3.25 1.10
H 0.25 -1.93 1.25
H 1.29 0.59 0.52
H 2.09 0.73 -1.78
H 2.67 -0.93 -1.74
H 4.47 1.24 -2.49
H 6.68 1.98 -1.69
H 7.33 1.59 0.66
H 5.77 0.45 2.19
H 3.84 -1.19 2.31
H 2.85 0.27 2.33
H 2.58 -2.02 0.57
H -2.02 -0.79 -1.43
H -4.29 0.08 -1.95
H -4.66 -0.17 -0.23
H -2.51 1.72 -1.34
H -2.23 2.51 0.91
H -2.50 0.78 1.24
H -4.78 1.15 1.82
H -4.15 2.73 2.31
H -5.16 3.79 0.44
H -6.07 2.27 0.22
*
```